{
  "formula": "C18H39B3IN6O9",
  "method": "ωB97M-V with the def2-TZVPD basis set",
  "symbols": ["I", "O", "O", "O", "O", "O", "O", "O", "O", "O", "N", "N", "N", "N", "N", "N", "C", "C", "C", "C", "C", "C", "C", "C", "C", "C", "C", "C", "C", "C", "C", "C", "C", "C", "B", "B", "B", "H", "H", "H", "H", "H", "H", "H", "H", "H", "H", "H", "H", "H", "H", "H", "H", "H", "H", "H", "H", "H", "H", "H", "H", "H", "H", "H", "H", "H", "H", "H", "H", "H", "H", "H", "H", "H", "H", "H"],
  "xyz": [[2.195, 2.137, -3.264], [-5.260, -2.097, -2.755], [1.822, -0.765, -5.669], [-4.018, -0.262, -2.398], [-3.551, 0.682, 2.856], [0.084, -2.472, 2.368], [2.748, -1.707, 3.412], [-3.028, -2.297, -2.454], [-1.693, 1.351, 4.127], [0.712, 3.860, 0.334], [2.715, -0.396, 0.229], [1.386, 1.472, -0.029], [3.251, 0.717, 3.104], [3.164, 3.357, 0.596], [1.311, -3.070, 0.258], [2.827, 0.688, -1.952], [2.354, 0.651, -0.727], [2.200, -1.317, -4.370], [1.597, -0.506, 1.252], [-0.797, 0.494, 0.254], [3.653, -0.693, -3.998], [-0.725, 0.586, 3.366], [-5.314, 0.189, -2.774], [-0.722, -0.277, -1.140], [2.505, -3.891, 0.676], [0.586, 0.711, 1.016], [-4.010, -1.616, -2.529], [-2.874, 1.580, 3.381], [-3.346, 3.121, 3.293], [0.129, 1.481, 2.338], [-6.169, -1.022, -2.548], [3.817, -0.327, -2.455], [0.114, -3.993, 0.158], [-4.337, 3.400, 2.071], [1.779, 2.881, 0.317], [2.527, -0.524, 2.627], [0.990, -2.036, 1.321], [3.612, -0.130, 0.655], [-0.574, 2.330, 2.011], [3.422, -3.326, 0.274], [2.762, 1.154, 3.891], [-6.555, -1.077, -1.526], [0.110, -4.555, -0.845], [-5.074, 4.204, 2.431], [1.048, 4.650, 0.803], [2.212, -2.449, -4.366], [3.701, -1.933, 3.295], [0.140, -4.731, 1.040], [1.971, 0.207, -5.640], [2.557, -4.057, 1.801], [3.964, 0.138, -4.717], [-1.619, -0.005, 0.866], [-4.887, 2.485, 1.692], [-3.715, 3.874, 1.241], [3.411, 1.366, 2.327], [-0.875, -3.406, 0.161], [-1.610, -0.979, -1.331], [-0.844, -2.292, 2.118], [1.436, -0.872, -3.632], [-7.004, -1.079, -3.246], [-1.190, -0.341, 2.916], [-0.641, 0.472, -2.008], [3.441, 3.978, -0.191], [0.031, 0.204, 4.146], [0.958, 1.949, 2.953], [-1.198, 1.547, 0.020], [-5.623, 1.038, -2.163], [0.207, -0.952, -1.253], [3.859, 2.588, 0.531], [2.404, -4.913, 0.173], [-5.291, 0.496, -3.823], [-3.841, 3.360, 4.297], [4.889, 0.073, -2.330], [3.791, -1.304, -1.872], [4.397, -1.548, -4.199], [-2.404, 3.750, 3.212]],
  "atomic_forces_ev_per_a": [[-0.006, 0.072, 0.411], [0.666, 0.241, 0.052], [0.418, -0.422, 0.730], [0.088, -0.541, 0.025], [2.651, 2.282, 1.509], [0.599, 1.762, -1.600], [0.230, 1.174, -2.322], [-0.553, 0.431, 0.006], [-0.663, 0.230, -2.139], [2.403, -1.613, 0.545], [-0.554, 0.799, -1.754], [1.852, 1.238, -1.218], [-0.880, -1.507, -1.510], [-0.431, -1.397, -1.971], [-0.908, -0.007, 1.653], [-0.234, -0.215, 0.963], [-1.416, -0.942, 4.018], [0.229, 2.573, 0.265], [0.475, -1.494, 1.300], [-0.879, -0.545, -0.922], [0.047, -1.455, 0.102], [1.676, -1.291, 0.636], [-0.280, 0.793, -0.172], [0.657, -0.302, -0.627], [0.358, 0.137, -0.832], [-0.823, -0.446, -0.309], [0.415, -0.600, -0.024], [-2.180, -0.453, -0.988], [0.381, -1.036, 0.389], [-0.785, 1.086, 0.128], [-0.856, -0.038, 0.085], [1.838, -0.886, -1.097], [-0.406, -0.457, -0.170], [0.398, 0.896, 0.507], [-1.307, 1.877, -0.506], [0.342, 0.685, 2.009], [-0.964, -1.223, -0.795], [-0.226, -0.248, -0.513], [1.185, -1.173, 0.381], [-1.050, -1.125, 0.838], [0.746, -0.116, -0.215], [0.059, -0.002, -0.052], [0.299, 0.760, 1.523], [0.932, -1.296, -0.730], [-0.350, -0.401, -0.392], [-0.205, 1.534, -0.260], [-0.819, 0.267, 0.780], [-0.382, 0.946, -1.381], [-0.192, -1.084, 0.079], [0.044, 0.172, -1.294], [-0.642, -1.007, 1.138], [1.317, 0.629, -0.423], [0.763, 1.116, 0.656], [-0.969, -0.774, 0.885], [-0.442, 0.254, 0.869], [1.508, -0.828, 0.062], [1.309, 1.295, 0.322], [0.538, -0.288, 0.370], [0.984, -1.219, -0.663], [0.151, -0.186, 0.025], [0.381, 1.373, 0.429], [-0.301, -1.068, 1.219], [-0.192, 0.056, 1.063], [-1.322, 0.444, -1.003], [-0.827, -0.471, -1.022], [0.697, -1.488, 0.542], [0.220, -0.076, 0.011], [-1.229, 0.861, 0.457], [-0.506, 0.697, 0.294], [0.423, 1.457, 0.633], [0.018, -0.055, 0.055], [0.728, -0.350, -1.360], [-1.677, -0.281, -0.004], [-0.572, 1.540, -0.360], [-0.807, 1.433, 0.463], [-1.189, -0.703, 0.205]],
  "mulliken_charge": [0.239, -0.332, -0.511, -0.283, -0.553, -0.758, -0.606, -0.543, -0.472, -0.606, -0.148, 0.355, -0.636, -0.613, -0.066, -0.225, -0.087, -0.027, -0.038, -0.691, -1.082, -0.553, -0.316, -0.219, -0.916, 1.379, 0.638, 0.450, -0.320, -0.855, -0.337, -0.170, -0.847, -0.911, 0.377, 0.353, 0.219, 0.452, 0.458, 0.157, 0.323, 0.268, 0.276, 0.318, 0.304, 0.348, 0.314, 0.355, 0.286, 0.230, 0.460, 0.169, 0.253, 0.217, 0.281, 0.219, -0.204, 0.407, 0.021, 0.302, 0.449, 0.239, 0.297, 0.145, 0.282, 0.492, 0.291, -0.108, 0.246, 0.414, 0.263, 0.375, 0.257, 0.201, 0.348, 0.303],
  "largest_force_ev_per_a": 4.36,
  "mol_weight_g_mol": 642.883,
  "charge": 1
}


{
  "formula": "CH6S4",
  "method": "ωB97M-V with the def2-TZVPD basis set",
  "symbols": ["S", "S", "S", "S", "C", "H", "H", "H", "H", "H", "H"],
  "xyz": [[2.027, 1.001, 0.909], [2.396, 0.641, -1.196], [-1.383, 1.367, -0.956], [-2.114, 0.216, 0.675], [-1.186, -1.338, 0.699], [-1.032, -1.821, -0.327], [-1.790, -1.986, 1.336], [-1.130, 0.115, -1.409], [0.799, 1.422, 0.542], [-0.182, -1.122, 1.130], [3.596, 1.505, -1.401]],
  "atomic_forces_ev_per_a": [[-0.007, -0.182, -1.712], [2.215, 1.457, 0.761], [0.210, -1.512, 0.534], [-0.800, 0.362, 0.333], [1.356, 0.278, -1.123], [-0.473, 0.684, 1.330], [0.194, -0.013, -0.035], [0.185, 0.727, -0.834], [0.046, 0.174, 0.423], [-0.674, -0.527, -0.198], [-2.252, -1.448, 0.522]],
  "mulliken_charge": [-0.184, -0.184, -0.234, -0.017, -0.711, 0.289, 0.280, 0.188, 0.184, 0.217, 0.170],
  "largest_force_ev_per_a": 2.76,
  "smiles": "CSS.SS",
  "mol_weight_g_mol": 146.327
}


{
  "formula": "C31H48O29P2S2",
  "method": "ωB97M-V with the def2-TZVPD basis set",
  "symbols": ["S", "S", "P", "P", "O", "O", "O", "O", "O", "O", "O", "O", "O", "O", "O", "O", "O", "O", "O", "O", "O", "O", "O", "O", "O", "O", "O", "O", "O", "O", "O", "O", "O", "C", "C", "C", "C", "C", "C", "C", "C", "C", "C", "C", "C", "C", "C", "C", "C", "C", "C", "C", "C", "C", "C", "C", "C", "C", "C", "C", "C", "C", "C", "C", "H", "H", "H", "H", "H", "H", "H", "H", "H", "H", "H", "H", "H", "H", "H", "H", "H", "H", "H", "H", "H", "H", "H", "H", "H", "H", "H", "H", "H", "H", "H", "H", "H", "H", "H", "H", "H", "H", "H", "H", "H", "H", "H", "H", "H", "H", "H", "H"],
  "xyz": [[1.289, -3.900, 0.583], [-2.629, -1.453, 2.246], [-1.367, -1.901, -0.666], [-0.474, -3.890, -0.273], [4.592, 2.142, 4.073], [-6.298, 5.423, -0.127], [0.077, 3.124, -2.479], [1.027, -6.239, -2.993], [-8.116, 0.188, -1.283], [0.193, 1.478, 0.343], [1.773, 4.044, -1.323], [6.063, 2.890, -1.118], [-5.585, -6.028, -0.221], [1.979, 1.990, -2.122], [-7.612, 5.740, -1.889], [0.750, -8.429, -2.525], [4.785, 2.272, 1.832], [-4.073, 2.465, -2.643], [-8.797, -1.918, -1.438], [7.579, 3.715, 0.326], [11.003, 5.023, 2.468], [-3.950, -4.926, 0.866], [0.267, -6.909, -0.983], [13.043, 4.069, 2.538], [7.848, 1.672, -0.496], [-5.758, 1.201, -3.408], [-7.739, -1.233, 0.425], [-0.784, 0.430, 0.234], [2.790, 2.543, 2.841], [-7.907, 6.998, -0.043], [12.290, 4.904, 0.624], [-3.686, 0.348, -3.172], [-6.063, -4.173, 0.894], [3.560, 2.494, 5.004], [0.720, -7.105, -2.243], [-9.372, -1.245, -2.567], [-8.171, -0.997, -0.658], [-2.733, 2.186, -2.178], [-0.254, -8.141, -0.478], [-8.523, 0.013, -2.653], [1.180, 3.062, -2.021], [2.958, 3.503, -0.704], [12.014, 4.699, 1.933], [-1.975, -3.037, 4.371], [13.983, 3.652, 1.540], [-7.329, 6.139, -0.626], [3.282, 2.333, -1.612], [8.643, 3.134, 1.091], [-0.103, -0.815, 0.145], [9.058, 1.968, 0.209], [-1.798, -2.941, 2.861], [7.066, 2.774, -0.486], [0.490, -9.163, -1.324], [-6.580, 4.849, -2.335], [-2.810, -1.874, 0.503], [-4.606, 1.322, -3.104], [-5.097, -5.032, 0.547], [4.124, 2.314, 2.818], [-7.019, -5.934, -0.220], [-6.014, 4.340, -1.023], [-2.384, 0.937, -2.956], [2.303, 2.312, 4.169], [13.670, 4.598, 0.391], [-7.245, -4.474, 0.134], [0.263, -1.175, 1.110], [3.707, 3.530, 5.310], [-7.629, -0.109, -3.260], [-3.248, -2.871, 0.427], [-3.028, -2.957, 4.645], [-9.299, -1.890, -3.438], [1.513, 3.026, 4.383], [8.237, 2.801, 2.047], [0.738, -0.731, -0.549], [-1.931, 1.149, -3.923], [9.373, 1.083, 0.755], [-8.118, -4.282, 0.748], [3.927, 2.616, -2.442], [3.708, 1.479, -1.097], [-1.332, -8.163, -0.647], [-4.947, 4.157, -1.047], [-0.505, -4.430, -1.565], [-2.778, 1.988, -1.106], [-0.739, -2.921, 2.597], [-1.595, -3.992, 4.740], [14.987, 3.748, 1.941], [-5.848, 5.420, -2.907], [13.780, 2.611, 1.285], [-10.418, -1.031, -2.346], [-6.536, 3.449, -0.670], [1.442, -9.450, -0.877], [0.296, 1.527, 1.305], [-0.089, -10.048, -1.572], [9.423, 3.869, 1.254], [-2.251, -3.807, 2.375], [2.702, 3.184, 0.305], [9.822, 2.253, -0.517], [-1.763, 0.259, -2.381], [-7.269, -3.827, -0.741], [-7.389, -6.221, -1.200], [-0.041, -8.200, 0.585], [-9.065, 0.899, -2.969], [14.244, 5.523, 0.448], [-3.516, -1.147, 0.096], [-7.017, 4.074, -2.957], [-7.407, -6.613, 0.540], [3.625, 1.836, 5.865], [-1.482, -4.637, 0.359], [1.915, 1.293, 4.225], [13.771, 4.156, -0.595], [-2.080, 3.025, -2.379], [3.733, 4.261, -0.672], [-1.432, -2.245, 4.892]],
  "atomic_forces_ev_per_a": [[-0.142, -0.031, 0.005], [0.133, -0.031, -0.011], [-0.188, -0.028, -0.024], [0.530, 0.188, 0.079], [0.024, 0.038, 0.001], [-0.049, 0.025, -0.002], [0.062, 0.067, -0.161], [0.002, -0.001, -0.006], [0.033, 0.050, 0.008], [-0.092, -0.288, 0.198], [-0.034, 0.029, 0.011], [0.057, 0.056, -0.058], [0.015, -0.025, 0.049], [0.060, -0.028, -0.157], [-0.008, 0.034, -0.013], [0.061, -0.004, -0.020], [0.012, -0.015, -0.003], [-0.011, 0.000, -0.030], [-0.034, -0.052, -0.031], [-0.006, 0.054, 0.001], [0.049, -0.052, -0.002], [0.041, -0.182, -0.021], [-0.116, 0.017, -0.006], [-0.011, -0.012, 0.030], [0.006, 0.004, -0.032], [-0.005, -0.050, -0.022], [0.001, -0.015, -0.039], [0.107, 0.185, -0.173], [-0.063, -0.035, -0.035], [-0.001, -0.001, 0.002], [-0.020, 0.012, -0.006], [0.002, -0.026, -0.040], [0.012, 0.041, 0.006], [-0.016, 0.037, -0.026], [-0.075, -0.014, -0.002], [0.003, 0.072, 0.024], [-0.013, -0.035, 0.024], [0.041, 0.021, 0.093], [0.049, -0.031, -0.012], [0.004, -0.022, 0.000], [-0.071, -0.167, 0.192], [0.090, -0.062, 0.014], [0.044, 0.039, -0.002], [0.033, 0.041, 0.073], [-0.037, -0.008, -0.031], [0.009, -0.005, -0.021], [-0.010, 0.059, 0.053], [-0.013, -0.159, 0.016], [0.103, 0.013, -0.174], [-0.004, 0.044, 0.004], [0.006, -0.154, 0.049], [-0.105, -0.042, 0.057], [0.011, 0.033, 0.033], [0.051, -0.008, 0.004], [0.147, -0.039, 0.043], [-0.032, 0.051, 0.028], [-0.036, 0.069, -0.033], [0.047, -0.019, -0.016], [-0.023, 0.016, 0.037], [-0.029, -0.107, 0.030], [0.058, 0.179, 0.093], [0.033, -0.051, 0.025], [0.006, 0.020, 0.046], [0.031, -0.030, -0.029], [-0.134, 0.072, 0.046], [-0.005, -0.006, 0.025], [-0.007, 0.008, -0.012], [-0.225, 0.155, 0.007], [0.026, -0.043, -0.024], [0.034, 0.003, -0.003], [0.018, 0.029, 0.014], [0.001, 0.015, 0.005], [0.002, -0.007, 0.067], [0.006, 0.004, 0.006], [-0.023, 0.002, 0.024], [0.019, 0.000, 0.030], [-0.016, -0.011, -0.016], [-0.048, -0.015, 0.031], [-0.002, -0.009, 0.014], [0.013, 0.064, 0.027], [0.020, -0.051, -0.019], [0.022, 0.026, 0.008], [-0.018, 0.002, -0.003], [0.007, 0.031, -0.050], [0.004, 0.029, -0.007], [-0.005, -0.010, -0.015], [0.028, -0.005, 0.001], [-0.005, -0.003, -0.022], [0.031, -0.024, -0.010], [-0.008, -0.024, 0.002], [0.037, 0.125, -0.001], [-0.024, 0.012, 0.002], [-0.076, 0.090, -0.022], [-0.079, 0.072, 0.051], [0.022, 0.000, 0.001], [0.016, -0.017, 0.010], [-0.031, -0.138, -0.095], [-0.012, 0.008, 0.007], [0.010, 0.027, -0.014], [0.019, -0.009, -0.001], [-0.028, -0.006, 0.023], [0.017, -0.009, -0.021], [-0.031, -0.087, 0.012], [-0.003, -0.018, 0.022], [-0.017, -0.008, -0.014], [-0.016, -0.022, -0.012], [-0.110, 0.046, -0.034], [-0.022, 0.005, 0.011], [-0.005, -0.025, 0.007], [-0.092, 0.028, -0.044], [-0.011, 0.014, -0.052], [-0.029, 0.014, -0.053]],
  "mulliken_charge": [-0.433, -0.186, -0.157, 0.560, -0.360, -0.378, -0.592, -0.503, -0.240, -0.092, -0.396, -0.497, -0.344, -0.328, -0.366, -0.362, -0.406, -0.250, -0.350, -0.343, -0.548, -0.551, -0.166, -0.334, -0.354, -0.568, -0.535, -0.313, -0.252, -0.529, -0.333, -0.360, -0.242, -0.351, 0.578, -0.289, 0.634, -0.196, -0.326, -0.272, 0.528, 0.203, 0.725, -1.518, -0.291, 0.593, -0.206, -0.088, -0.745, -0.321, 0.558, 0.640, -0.327, -0.175, 0.027, 0.551, 0.497, 0.560, -0.320, 0.151, 0.282, -0.359, -0.275, -0.120, 0.523, 0.251, 0.213, -0.314, 0.364, 0.299, 0.322, 0.225, 0.530, 0.249, 0.317, 0.338, 0.257, 0.279, 0.260, 0.078, 0.047, 0.132, 0.060, 0.398, 0.277, 0.253, 0.252, 0.232, 0.128, 0.256, 0.230, 0.299, 0.121, -0.064, -0.082, 0.264, -0.239, 0.086, 0.292, 0.289, 0.344, 0.268, 0.353, 0.214, 0.254, 0.294, -0.061, 0.274, 0.282, 0.437, 0.332, 0.346],
  "largest_force_ev_per_a": 0.57,
  "smiles": "CCSCP(COO)[PH2]=S.O=C1OCCO1.O=C1OCCO1.O=C1OCCO1.O=C1OCCO1.O=C1OCCO1.O=C1OCCO1.O=C1OCCO1.O=C1OCCO1.O=C1OCCO1",
  "mol_weight_g_mol": 1010.778
}


{
  "formula": "C2H6OSi",
  "method": "ωB97M-V with the def2-TZVPD basis set",
  "symbols": ["Si", "O", "C", "C", "H", "H", "H", "H", "H", "H"],
  "xyz": [[0.044, 0.050, 0.752], [0.109, 0.967, 2.088], [-1.535, -0.249, -0.116], [1.582, 0.067, -0.297], [-2.334, 0.434, 0.117], [1.267, -0.331, -1.300], [1.864, 1.103, -0.398], [-1.458, -0.235, -1.182], [2.348, -0.596, 0.077], [-1.887, -1.211, 0.260]],
  "atomic_forces_ev_per_a": [[0.751, 4.526, 3.353], [-0.310, -2.873, -3.015], [-0.443, -0.716, 0.479], [-1.388, -1.597, -1.191], [0.003, 0.534, 0.541], [0.485, 0.413, 0.682], [0.366, 0.243, 0.154], [0.271, -0.432, -0.713], [0.462, 0.211, 0.140], [-0.197, -0.310, -0.430]],
  "mulliken_charge": [0.629, -0.579, -0.960, -0.905, 0.314, 0.299, 0.269, 0.335, 0.302, 0.296],
  "largest_force_ev_per_a": 5.68,
  "smiles": "C[Si](C)=O",
  "mol_weight_g_mol": 74.155
}


| no. | E_HOMO (eV) | E (eV) |
| --- | --- | --- |
| 1 | -11.24 | -56792.008 |
| 2 | -8.45 | -44474.229 |
| 3 | -8.03 | -132549.416 |
| 4 | -9.53 | -12096.295 |